(1)
Formula: C17H18BBrN6O2Ru
Source: OMol25
Level of theory: wB97M-V/def2-TZVPD

ORCA input file:
```
! RIJCOSX wB97M-V def2-TZVPD def2/J DEFGRID3
* xyz 2 5
H 0.9249 3.1438 0.3994
N 0.4943 1.6287 -1.0685
B 0.2269 0.2816 -3.2175
N 0.5355 1.6048 -2.4522
C 0.9119 2.8190 -2.8889
Ru -0.1335 -0.0604 -0.0002
H 1.0295 2.9943 -3.9416
C 1.1153 3.6585 -1.7908
H 1.4153 4.6869 -1.8030
C 0.8558 2.8710 -0.6536
H 0.3769 0.4090 -4.4075
C -1.0162 -1.6285 1.2303
H -1.3119 -1.6934 2.2913
H -0.0763 -2.2408 1.2076
H -1.7048 -2.2441 0.6411
N -1.2240 -0.0601 -2.8175
N 1.1479 -0.8092 -2.6092
N -1.5620 -0.2238 -1.4701
N 1.1703 -1.0149 -1.2295
C -2.3231 -0.2313 -3.5797
C 2.0453 -1.6318 -3.1687
H -2.2495 -0.1632 -4.6646
H 2.1484 -1.6048 -4.2394
C -3.4129 -0.4759 -2.7559
C 2.7052 -2.3473 -2.1810
C -2.9095 -0.4658 -1.4468
C 2.1583 -1.9156 -0.9672
H -4.4438 -0.6426 -3.0649
H 3.4849 -3.0825 -2.3168
H -3.4634 -0.6298 -0.5157
H 2.4235 -2.1593 0.0585
H -1.4842 -0.5532 1.0674
Br 1.6321 3.1839 3.1889
C 1.0039 1.6360 4.1133
C 0.3189 1.7512 5.3147
C 0.0647 0.6686 6.1603
C 0.4882 -0.5865 5.7306
C 1.0821 -0.7528 4.4775
C 1.2856 0.3437 3.6269
C 1.6191 0.0143 2.2022
O 2.3477 -0.9354 1.8822
O 0.9309 0.7844 1.3675
H -0.0298 2.7268 5.5916
H -0.4766 0.7972 7.0983
H 0.3598 -1.4639 6.3706
H 1.3966 -1.7347 4.1000
*
```

Properties
LUMO (spin up / spin down) = -6.75 / -10.83 eV
Highest occupied orbital energy (spin up / spin down) = -14.767 / -14.708 eV
ΔE to the lowest compared entry with this formula, charge and spin = 17.1 kcal per mole
HOMO-LUMO gap (spin up / spin down) = 8.0 / 3.9 eV
<S²> = 6.03

---

(2)
Formula: C60H62AsMnN2O10P3Se
Source: OMol25
Level of theory: wB97M-V/def2-TZVPD

ORCA input file:
```
! RIJCOSX wB97M-V def2-TZVPD def2/J DEFGRID3
* xyz 0 4
Mn -0.8210 0.4629 0.7018
N 2.4130 0.7013 -0.5154
C 2.8622 1.9296 -0.0774
C 4.2157 2.2550 -0.2805
C 4.7248 3.4716 0.1185
C 3.8928 4.4212 0.7060
C 2.5736 4.0947 0.9435
C 2.0463 2.8372 0.6212
P 0.2975 2.4833 1.0319
C -0.4532 3.8535 0.0394
C -0.9945 5.0320 0.5445
C -1.4716 6.0127 -0.3218
C -1.4110 5.8274 -1.6939
C -0.8803 4.6494 -2.2064
C -0.4086 3.6715 -1.3460
C 0.0061 3.1069 2.7186
C -1.3548 3.1514 3.0487
C -1.7794 3.7898 4.2006
C -0.8475 4.3777 5.0459
C 0.5052 4.2700 4.7630
C 0.9362 3.6248 3.6094
H 1.4279 0.5169 -0.6077
H 2.9680 0.2464 -1.2197
H 4.8524 1.5258 -0.7726
H 5.7752 3.6880 -0.0393
H 4.2711 5.4000 0.9723
H 1.9138 4.8423 1.3699
H -1.0447 5.1965 1.6125
H -1.8883 6.9270 0.0858
H -1.7692 6.6019 -2.3630
H -0.8336 4.4961 -3.2788
H -0.0045 2.7450 -1.7484
H -2.0774 2.7073 2.3715
H -2.8359 3.8286 4.4407
H -1.1752 4.8966 5.9395
H 1.2348 4.6976 5.4419
H 1.9964 3.5408 3.4086
O -0.5529 0.0675 -1.4789
Se -1.5200 -1.2193 -1.2521
O -1.6805 -2.3545 -2.3419
O -1.6810 -1.4667 0.3358
O 0.9057 -2.2734 -0.9034
C -5.5254 -1.9033 -0.3192
C -5.2286 -1.2082 1.0023
C -4.6756 -2.1818 2.0275
C -6.4537 -0.4751 1.5290
O -4.1748 -0.1951 0.8598
P -3.6185 0.6054 -0.3439
O -3.1579 -0.3434 -1.5197
O -2.5079 1.4846 0.1451
O -4.8516 1.3900 -0.9234
C -4.7753 2.6164 -1.7480
C -6.1565 2.7277 -2.3669
C -4.4899 3.8016 -0.8304
C -3.7025 2.4876 -2.8221
H -6.3657 -2.5841 -0.1842
H -4.6633 -2.4766 -0.6606
H -5.7881 -1.1776 -1.0915
H -5.4320 -2.9298 2.2739
H -4.3807 -1.6455 2.9307
H -3.7918 -2.6789 1.6244
H -7.2392 -1.1888 1.7829
H -6.8303 0.2194 0.7746
H -6.1827 0.0861 2.4247
H -6.9169 2.6129 -1.5914
H -6.3061 1.9480 -3.1172
H -6.2784 3.7027 -2.8403
H -5.2423 3.8515 -0.0389
H -4.5112 4.7286 -1.4061
H -3.5053 3.6978 -0.3709
H -3.8924 1.6214 -3.4583
H -2.7132 2.3818 -2.3718
H -3.7009 3.3880 -3.4377
O 2.8232 -0.6668 2.2005
C 0.4256 -0.2727 2.1291
N -0.7013 -0.1564 2.7309
C -1.1881 -0.2176 4.0346
O -2.3650 -0.3522 4.2656
C -0.1906 0.0630 5.1294
C -0.6422 0.7356 6.2574
C 0.2370 1.1270 7.2573
C 1.5899 0.8693 7.1088
C 2.0338 0.1372 6.0146
C 1.1535 -0.3036 5.0328
H -1.7046 0.9465 6.3227
H -0.1282 1.6448 8.1365
H 2.3009 1.2149 7.8508
H 3.0807 -0.1394 5.9400
C 2.1451 -4.6066 -0.0859
C 3.2353 -5.1757 0.8337
As 3.2511 -7.1480 0.8085
C 1.5958 -7.4513 1.8124
C 0.4675 -7.8422 1.0914
C -0.7365 -8.0971 1.7375
C -0.8164 -7.9814 3.1190
C 0.3025 -7.5898 3.8446
C 1.4991 -7.3161 3.1951
C 4.5036 -7.4367 2.2782
C 4.5376 -8.7053 2.8584
C 5.4331 -8.9959 3.8759
C 6.3189 -8.0208 4.3224
C 6.2978 -6.7593 3.7474
C 5.3962 -6.4697 2.7281
P 1.8727 -2.8000 0.0961
C 3.5447 -2.2206 -0.3400
C 4.6474 -2.1173 0.5042
C 5.8962 -1.8089 -0.0206
C 6.0561 -1.6052 -1.3840
C 4.9591 -1.7078 -2.2324
C 3.7093 -2.0238 -1.7144
C 1.3347 -2.5245 1.8148
C 1.5685 -1.2070 2.5709
C 1.6084 -1.4285 4.1168
C 0.7948 -2.6157 4.5896
C 0.2205 -3.4836 3.7690
C 0.5862 -3.4869 2.3569
H 1.1920 -5.1236 0.0443
H 2.4310 -4.7312 -1.1303
H 3.1098 -4.8361 1.8638
H 4.2097 -4.8383 0.4845
H 0.5368 -7.9541 0.0151
H -1.6049 -8.4006 1.1648
H -1.7472 -8.1978 3.6300
H 0.2414 -7.4915 4.9232
H 2.3648 -7.0142 3.7733
H 3.8472 -9.4678 2.5153
H 5.4442 -9.9851 4.3172
H 7.0220 -8.2480 5.1141
H 6.9868 -5.9967 4.0907
H 5.3970 -5.4776 2.2904
H 4.5249 -2.2395 1.5722
H 6.7531 -1.7330 0.6406
H 7.0321 -1.3585 -1.7863
H 5.0726 -1.5442 -3.2976
H 2.8409 -2.0964 -2.3605
H 2.6786 0.0311 1.5430
H 2.6629 -1.6025 4.3551
H 0.6729 -2.6994 5.6644
H -0.3894 -4.2903 4.1467
H 0.3029 -4.3600 1.7803
*
```

Properties
LUMO (spin up / spin down) = -0.08 / -0.05 eV
Highest occupied orbital energy (spin up / spin down) = -7.131 / -6.854 eV
HOMO-LUMO gap (spin up / spin down) = 7.1 / 6.8 eV
<S²> = 3.81

---

(3)
Formula: C40H74N3O16S6
Source: OMol25
Level of theory: wB97M-V/def2-TZVPD

ORCA input file:
```
! RIJCOSX wB97M-V def2-TZVPD def2/J DEFGRID3
* xyz 1 1
C 2.9198 -2.3846 4.4894
C 2.8266 -1.5487 3.4270
C 2.0100 -1.7941 2.2129
C 0.8256 -1.1248 1.9860
C 0.1453 -1.4817 0.8033
O -1.0224 -0.8512 0.6178
C -2.0328 -1.6390 -0.0736
C -3.3990 -0.9666 0.1016
C -4.1561 -1.1437 -1.2364
C -4.1942 -1.4480 1.3647
C -5.4757 -2.2306 1.0103
C -3.3528 -2.2025 2.4071
N 0.5177 -2.3366 -0.1129
N 1.6574 -2.9711 0.1245
C 2.0401 -3.9673 -0.8904
C 1.3935 -5.3680 -0.6366
C 0.9029 -5.6099 0.8001
O 2.2145 -6.4015 -1.1286
C 2.3558 -2.7392 1.2169
C 3.6406 -3.5547 1.3936
O 4.7027 -3.0228 0.5854
N 4.8548 -1.6433 0.8259
O 5.4627 -1.1615 -0.0386
H 2.0585 -2.7320 5.0619
H 3.9101 -2.6824 4.8380
H 3.3591 -0.5934 3.4528
H 0.4526 -0.3842 2.6798
H -2.0307 -2.6898 0.2289
H -1.8012 -1.6345 -1.1431
H -3.2095 0.1102 0.1855
H -3.5159 -0.7370 -2.0266
H -4.3983 -2.1842 -1.4581
H -5.0827 -0.5664 -1.2446
H -4.5485 -0.5309 1.8556
H -5.8869 -2.6682 1.9269
H -5.2869 -3.0515 0.3132
H -6.2161 -1.5460 0.5989
H -3.0900 -3.1935 2.0127
H -2.4617 -1.6468 2.7135
H -3.9916 -2.3869 3.2750
H 3.1150 -3.9843 -1.0631
H 1.5935 -3.5878 -1.8109
H 0.4849 -5.4022 -1.2488
H 0.6464 -6.6580 0.9665
H 0.0028 -5.0094 0.9696
H 1.6296 -5.3324 1.5704
H 2.4763 -6.9887 -0.4130
H 3.9721 -3.5571 2.4293
H 3.5251 -4.5925 1.0905
C 5.5547 1.2629 -3.2851
C 4.6396 0.9434 -2.0990
C 3.8634 2.2227 -1.7586
S 3.7365 3.1532 -3.2919
O 4.4832 4.3763 -3.1504
O 2.3666 3.1498 -3.7391
C 4.6881 2.0128 -4.2888
H 5.9764 0.3598 -3.7224
H 6.3792 1.9002 -2.9534
H 3.9402 0.1519 -2.3849
H 5.2008 0.5903 -1.2443
H 2.8623 2.0086 -1.3902
H 4.3991 2.8375 -1.0372
H 5.2618 2.5660 -5.0291
H 3.9867 1.3400 -4.7826
C -7.2898 3.8006 3.6592
C -6.8201 4.0506 2.2195
C -5.7768 2.9780 1.8821
S -6.1867 1.5518 2.8942
O -5.1133 1.3283 3.8328
O -6.6839 0.4926 2.0475
C -7.5593 2.3049 3.7532
H -8.1774 4.3807 3.9031
H -6.4996 4.0811 4.3605
H -7.6706 3.9621 1.5405
H -6.4069 5.0510 2.0967
H -5.8105 2.6933 0.8327
H -4.7701 3.2967 2.1477
H -7.5986 1.9393 4.7772
H -8.4714 2.0337 3.2203
C -7.4309 6.3328 8.6216
C -7.9451 5.2866 9.6186
C -8.8036 4.2871 8.8333
S -8.1611 4.2850 7.1570
O -9.1707 4.8124 6.2734
O -7.5069 3.0253 6.8935
C -6.9194 5.5452 7.4192
H -6.6474 6.9533 9.0539
H -8.2506 6.9874 8.3174
H -7.0973 4.7680 10.0710
H -8.5161 5.7441 10.4249
H -8.7347 3.2817 9.2415
H -9.8457 4.5986 8.7899
H -6.8137 6.1485 6.5200
H -5.9799 5.0417 7.6472
C -8.9805 -2.8746 5.8922
C -8.4202 -1.5424 5.3786
C -7.4824 -1.8596 4.2068
S -8.0870 -3.3832 3.4787
O -7.0930 -4.4124 3.6701
O -8.6503 -3.1082 2.1824
C -9.4134 -3.6483 4.6510
H -9.8120 -2.7269 6.5802
H -8.1985 -3.4245 6.4209
H -9.2427 -0.9119 5.0318
H -7.8969 -0.9947 6.1621
H -7.4943 -1.0799 3.4519
H -6.4616 -2.0322 4.5456
H -9.5393 -4.7142 4.8270
H -10.3226 -3.2288 4.2208
C 8.1510 -0.6819 -8.2134
C 6.7278 -0.2073 -8.5279
C 5.7576 -1.1324 -7.7817
S 6.6458 -1.7257 -6.3376
O 6.8361 -3.1476 -6.4615
O 6.0666 -1.1438 -5.1433
C 8.1898 -0.9039 -6.7053
H 8.9001 0.0462 -8.5317
H 8.3513 -1.6221 -8.7332
H 6.6013 0.8199 -8.1765
H 6.5284 -0.2125 -9.5984
H 4.8605 -0.6087 -7.4584
H 5.4843 -1.9979 -8.3826
H 9.0218 -1.5249 -6.3808
H 8.1959 0.0449 -6.1665
C 12.5671 3.1426 -7.5133
C 13.0066 3.1754 -8.9825
C 12.6214 1.8288 -9.6074
S 11.1988 1.2376 -8.6862
O 11.5644 0.0361 -7.9796
O 10.0333 1.3002 -9.5338
C 11.1447 2.5923 -7.5186
H 12.6109 4.1297 -7.0557
H 13.2224 2.4780 -6.9458
H 12.4857 3.9838 -9.4997
H 14.0751 3.3606 -9.0800
H 12.3494 1.9291 -10.6553
H 13.4168 1.0935 -9.4992
H 10.8182 2.2257 -6.5475
H 10.4382 3.3299 -7.8994
*
```

Properties
LUMO = -4.36 eV
Highest occupied orbital energy = -11.397 eV
HOMO-LUMO gap = 7.0 eV